[1]
This record from the Open Molecules 2025 dataset describes a 2-piece molecular cluster, C5H11NO overall. The level of theory is ωB97M-V/def2-TZVPD.

E   -8899.021 eV
SMILES   C=N/C=C/CC.O
Charge   0
HOMO-LUMO gap   8.84 eV
HOMO level   -8.26 eV
Energy relative to the best compared isomer or geometry (same formula, charge and spin)   258.3 kJ/mol

Each line ends with the Löwdin charge.
Geometry (Å):
1 C -1.84772 -2.28780 0.10389  -0.12
2 C -0.71684 -2.20230 1.11112  -0.28
3 C 0.07436 -0.92878 1.12935  -0.12
4 C -0.21647 0.18894 0.46946  -0.18
5 N 0.28459 1.45859 0.88924  -0.01
6 C 1.22148 2.00072 0.23385  -0.07
7 H -2.70089 -1.67757 0.39754  0.08
8 H -2.12907 -3.31624 -0.11570  0.07
9 H -1.52070 -1.88761 -0.85644  0.06
10 H -0.03223 -3.04402 0.95371  0.10
11 H -1.06389 -2.34945 2.12822  0.10
12 H 0.86320 -0.85893 1.87332  0.10
13 H -0.73779 0.25001 -0.47118  0.11
14 H 1.36989 3.07256 0.36779  0.07
15 H 1.96690 1.42742 -0.32113  0.07
16 H 0.83361 1.44932 -3.60885  0.04
17 H 1.65451 2.44034 -2.77379  0.04
18 O 1.04914 1.68795 -2.70047  -0.07

=====

[2]
This record from the Open Molecules 2025 dataset describes C61H54N5O4SnTe as an isolated structure. The level of theory is ωB97M-V/def2-TZVPD.

E   -92900.266 eV
Charge   -1
HOMO-LUMO gap   6.26 eV
HOMO level   -4.57 eV
Energy relative to the best compared isomer or geometry (same formula, charge and spin)   5.8 kJ/mol

Each line ends with the Löwdin charge.
Geometry (Å):
1 Sn 0.97985 -0.40518 1.64252  1.54
2 C 1.75525 2.57872 3.70492  -0.08
3 O 1.62755 2.25562 2.33642  -0.20
4 C 2.52595 2.86142 1.48892  -0.22
5 C 2.81055 4.21662 1.59962  -0.02
6 C 3.72915 4.83612 0.77182  -0.09
7 C 4.39725 4.08462 -0.18038  -0.10
8 C 4.10335 2.74652 -0.32398  -0.04
9 C 3.15125 2.10222 0.48072  -0.19
10 N 2.79585 0.77322 0.28312  0.01
11 N 3.44175 0.24492 -0.69548  0.09
12 C 3.24465 -0.97568 -1.17818  -0.15
13 C 2.54265 -2.06898 -0.56798  -0.36
14 O 2.21325 -2.11038 0.64892  -0.17
15 C 2.27935 -3.22318 -1.38778  0.01
16 C 2.75825 -3.34948 -2.64318  -0.02
17 C 3.61365 -2.35608 -3.19968  -0.18
18 C 4.19095 -2.50958 -4.46698  -0.05
19 C 5.03175 -1.55358 -4.98158  -0.11
20 C 5.33185 -0.41968 -4.22758  -0.11
21 C 4.76005 -0.24308 -2.99368  -0.04
22 C 3.88065 -1.18988 -2.45328  -0.10
23 H 1.42925 3.59972 3.92322  0.09
24 H 2.78355 2.43662 4.04902  0.11
25 H 1.12035 1.89012 4.25272  0.07
26 H 2.29295 4.80952 2.33702  0.11
27 H 3.92425 5.89352 0.88122  0.10
28 H 5.12845 4.55242 -0.82518  0.10
29 H 4.60615 2.14992 -1.06918  0.08
30 H 1.64105 -3.97038 -0.93928  0.12
31 H 2.51885 -4.21658 -3.24668  0.11
32 H 3.96035 -3.40038 -5.03618  0.10
33 H 5.47285 -1.67518 -5.96078  0.09
34 H 6.00935 0.32932 -4.61588  0.10
35 H 4.99375 0.62582 -2.40448  0.09
36 C -0.62245 -3.81878 5.72902  -0.09
37 C -1.05065 -3.36928 4.33222  -0.20
38 C -1.99695 -2.19868 4.35682  -0.18
39 C -3.35875 -2.41938 4.49362  -0.06
40 C -4.27005 -1.38588 4.38532  -0.09
41 C -3.81855 -0.10768 4.11172  -0.05
42 C -2.46165 0.15892 4.02182  -0.17
43 C -1.98535 1.55652 3.73292  -0.21
44 C -2.01095 2.45292 4.96942  -0.09
45 C -1.53885 -0.88378 4.18342  -0.20
46 N -0.18325 -0.62358 4.04192  -0.02
47 C 0.65775 -0.66218 5.01542  -0.12
48 C 2.04415 -0.53228 4.81062  -0.38
49 C 3.07645 -0.52158 5.76372  -0.07
50 C 4.26035 -0.42728 5.05192  -0.12
51 C 3.89315 -0.38218 3.70462  -0.19
52 N 2.57485 -0.44868 3.54952  -0.05
53 H -0.03165 -4.73138 5.66662  0.07
54 H -1.49795 -4.00858 6.34952  0.07
55 H -0.01755 -3.05148 6.20582  0.05
56 H -1.55205 -4.20198 3.83242  0.11
57 H -0.16545 -3.11078 3.74302  0.11
58 H -3.70785 -3.42978 4.67022  0.11
59 H -5.32765 -1.59038 4.48122  0.09
60 H -4.52505 0.69732 3.95522  0.11
61 H -2.62225 1.99932 2.96272  0.10
62 H -0.96345 1.50542 3.34592  0.07
63 H -3.03385 2.56652 5.32452  0.07
64 H -1.61075 3.43442 4.71892  0.07
65 H -1.41295 2.01822 5.76832  0.07
66 H 0.31935 -0.77978 6.05592  0.14
67 H 2.94715 -0.55648 6.83272  0.09
68 H 5.26005 -0.40588 5.45502  0.08
69 H 4.54755 -0.31368 2.85542  0.10
70 C -4.17145 -0.78848 -4.41148  -0.07
71 C -3.25475 -0.80158 -3.22238  -0.28
72 C -3.38855 -1.71158 -2.19588  -0.01
73 C -2.49325 -1.77238 -1.12218  -0.07
74 C -2.70795 -2.64858 0.02262  -0.30
75 O -2.29665 -2.40728 1.14792  0.09
76 C -3.49295 -3.90918 -0.19548  -0.14
77 C -3.43505 -4.65328 -1.36948  -0.04
78 C -4.13375 -5.84388 -1.47408  -0.09
79 C -4.88245 -6.31258 -0.40698  -0.10
80 C -4.93005 -5.58478 0.77142  -0.09
81 C -4.23985 -4.39258 0.87492  -0.02
82 C -1.37465 -0.88128 -1.08158  -0.34
83 O -0.44355 -0.95388 -0.22618  -0.23
84 C -1.33915 0.13232 -2.09408  -0.11
85 C -2.23915 0.15392 -3.12898  0.01
86 C -0.37105 1.22502 -1.88578  -0.21
87 N -0.45325 2.05872 -0.92538  0.05
88 C -1.51455 2.00912 0.03742  -0.33
89 C -2.43405 3.18702 -0.20108  -0.45
90 Te -1.23265 4.88792 -0.79248  1.23
91 C -1.22505 4.34372 -2.84908  -0.55
92 C -0.06555 4.46452 -3.59758  -0.17
93 C -0.03605 4.04942 -4.91568  -0.09
94 C -1.17255 3.52412 -5.50478  -0.09
95 C -2.34175 3.43332 -4.77148  -0.11
96 C -2.36725 3.84492 -3.45268  -0.15
97 C 0.75735 1.35262 -2.81198  -0.14
98 C 0.90525 0.47992 -3.88618  0.00
99 C 1.97055 0.62012 -4.75348  -0.08
100 C 2.89185 1.63442 -4.56268  -0.11
101 C 2.77135 2.48362 -3.47528  -0.09
102 C 1.71705 2.33842 -2.59848  -0.06
103 H -4.93905 -1.55228 -4.32148  0.07
104 H -3.60285 -0.98348 -5.32158  0.07
105 H -4.65635 0.18072 -4.52808  0.07
106 H -4.24845 -2.36768 -2.20088  0.11
107 H -2.82735 -4.30958 -2.19358  0.12
108 H -4.09165 -6.41528 -2.39168  0.10
109 H -5.42235 -7.24668 -0.48968  0.09
110 H -5.50145 -5.95308 1.61222  0.10
111 H -4.25075 -3.81288 1.78682  0.11
112 H -2.18035 0.94482 -3.86698  0.11
113 H -1.02305 2.10702 1.00962  0.08
114 H -2.08485 1.07412 0.02382  0.12
115 H -3.02735 3.43452 0.67422  0.04
116 H -3.10345 2.97632 -1.02848  0.03
117 H 0.82225 4.87702 -3.14168  0.09
118 H 0.88135 4.12012 -5.48098  0.10
119 H -1.15285 3.19532 -6.53308  0.10
120 H -3.24185 3.04572 -5.22878  0.10
121 H -3.29075 3.77042 -2.89528  0.09
122 H 0.17975 -0.30628 -4.03248  0.11
123 H 2.09595 -0.07328 -5.57278  0.10
124 H 3.70815 1.75042 -5.26038  0.10
125 H 3.50205 3.26162 -3.30898  0.10
126 H 1.61855 2.97232 -1.73128  0.10

=====

[3]
This record from the Open Molecules 2025 dataset describes a 2-piece molecular cluster, C4H7NO overall. The level of theory is ωB97M-V/def2-TZVPD.

E   -7795.363 eV
SMILES   [H]/N=C1\OC12CC2.[H][H]
Charge   0
HOMO-LUMO gap   11.51 eV
HOMO level   -10.46 eV
Energy relative to the best compared isomer or geometry (same formula, charge and spin)   413.1 kJ/mol

Each line ends with the Löwdin charge.
Geometry (Å):
1 N 2.41334 -0.09392 0.02365  0.15
2 C 1.30283 0.38386 -0.29605  -0.40
3 O 0.73539 1.39228 -1.00398  0.12
4 C -0.11183 0.41804 -0.29644  -0.35
5 C -1.34446 -0.24427 -0.74592  -0.05
6 C -1.32676 0.64527 0.49874  -0.05
7 H 1.10291 -1.72254 1.22970  0.03
8 H 3.17973 0.44656 -0.37745  0.07
9 H 0.43033 -1.96572 1.44259  0.05
10 H -1.81950 0.15995 -1.63524  0.11
11 H -1.43166 -1.31978 -0.61805  0.10
12 H -1.40385 0.17714 1.47628  0.10
13 H -1.79019 1.62390 0.41274  0.11